Density functional theory data (ωB97M-V/def2-TZVPD) for a cluster of 16 separate species, C64H128O32S16 in total.

CARTESIAN COORDINATES (ANGSTROEM)
1 C -2.7898 -3.2971 3.9115
2 C -1.4800 -4.1091 4.2422
3 C -1.0303 -3.6159 5.6790
4 S -2.5581 -3.1977 6.5329
5 O -2.6192 -1.8008 6.7949
6 O -2.7559 -4.0595 7.6574
7 C -3.5994 -3.5076 5.2144
8 H -3.2643 -3.6828 2.9879
9 H -2.6178 -2.2246 3.8557
10 H -0.6855 -3.9349 3.5186
11 H -1.7718 -5.1614 4.2147
12 H -0.4786 -2.6993 5.4606
13 H -0.5089 -4.2672 6.3701
14 H -4.4557 -2.8293 5.3520
15 H -3.8912 -4.5403 5.4182
16 C -4.3213 3.5609 0.2012
17 C -4.1676 5.0146 0.7723
18 C -3.4661 5.8094 -0.3531
19 S -2.3118 4.6376 -1.1124
20 O -0.9552 4.8668 -0.8030
21 O -2.6185 4.5592 -2.5361
22 C -2.9391 3.1900 -0.3344
23 H -5.0768 3.5112 -0.5738
24 H -4.6752 2.7935 0.9213
25 H -3.6317 4.8985 1.7056
26 H -5.0853 5.5740 1.0036
27 H -2.9547 6.7430 -0.0900
28 H -4.2249 6.0612 -1.0875
29 H -2.2485 2.9898 0.4885
30 H -2.9690 2.2935 -0.9681
31 C -5.4185 -1.9039 0.4616
32 C -5.5513 -1.2521 -0.9399
33 C -4.5595 -2.0748 -1.8436
34 S -4.3891 -3.6280 -1.1053
35 O -3.1283 -3.7158 -0.4475
36 O -4.7906 -4.7434 -1.9303
37 C -5.5291 -3.3758 0.1561
38 H -6.2045 -1.6876 1.1994
39 H -4.4493 -1.6047 0.8690
40 H -5.1386 -0.2575 -0.8548
41 H -6.5915 -1.2274 -1.2883
42 H -3.5864 -1.5895 -1.9893
43 H -4.9976 -2.3270 -2.8211
44 H -5.4086 -4.0467 0.9936
45 H -6.5295 -3.4928 -0.2902
46 C -3.3448 2.1648 5.6615
47 C -3.1519 2.3446 4.1069
48 C -3.7977 1.1357 3.4596
49 S -5.2338 0.7436 4.3994
50 O -5.2403 -0.6756 4.6206
51 O -6.3879 1.2936 3.7946
52 C -4.7654 1.7244 5.8449
53 H -3.0745 3.0759 6.2087
54 H -2.6294 1.3577 5.8901
55 H -2.1001 2.4581 3.8387
56 H -3.6438 3.3013 3.8842
57 H -3.1241 0.2804 3.5430
58 H -4.1117 1.2139 2.4109
59 H -4.8977 1.1114 6.7365
60 H -5.5322 2.5041 5.7888
61 C -1.0511 -3.9367 -5.4956
62 C -1.7198 -4.3893 -4.1356
63 C -0.8028 -3.6573 -3.0981
64 S -0.4521 -2.0949 -3.7473
65 O 0.9549 -1.7544 -3.6069
66 O -1.3917 -1.1715 -3.1668
67 C -0.8385 -2.4176 -5.3965
68 H -1.6768 -4.1947 -6.3528
69 H -0.1455 -4.5148 -5.5621
70 H -1.6293 -5.4268 -3.7881
71 H -2.7660 -4.0942 -4.0990
72 H 0.1716 -4.1363 -3.1846
73 H -1.1046 -3.6438 -2.0314
74 H 0.0159 -2.1312 -6.0151
75 H -1.6849 -1.7591 -5.6307
76 C 4.6441 3.0594 -0.0012
77 C 3.0853 3.2075 -0.0188
78 C 2.8068 4.7576 0.2653
79 S 4.1476 5.2625 1.2671
80 O 3.6547 5.7659 2.5038
81 O 4.9873 6.1369 0.4805
82 C 4.9688 3.7671 1.3837
83 H 5.1123 3.6391 -0.8022
84 H 4.9797 2.0218 -0.0299
85 H 2.6153 2.5644 0.7357
86 H 2.5868 2.9305 -0.9765
87 H 1.8227 4.9454 0.6951
88 H 2.9204 5.3498 -0.6460
89 H 4.5477 3.1303 2.1443
90 H 6.0273 3.9502 1.5729
91 C 3.6443 -6.8398 -5.5654
92 C 3.8738 -7.9205 -4.4861
93 C 3.7986 -7.1516 -3.2102
94 S 2.3517 -6.2274 -3.3408
95 O 2.4114 -4.9409 -2.7138
96 O 1.2016 -7.0406 -2.9995
97 C 2.3920 -6.0466 -5.1004
98 H 3.4579 -7.2659 -6.5501
99 H 4.4786 -6.1525 -5.5345
100 H 4.8007 -8.4435 -4.7114
101 H 3.0919 -8.7053 -4.5521
102 H 4.6738 -6.5046 -3.1337
103 H 3.7107 -7.7563 -2.2919
104 H 2.3721 -5.0130 -5.4150
105 H 1.5145 -6.6137 -5.4002
106 C -0.1679 7.2844 2.3048
107 C -1.5535 7.9351 2.4968
108 C -1.3869 9.3730 1.9795
109 S -0.6011 9.1439 0.4232
110 O 0.1454 10.2909 0.0118
111 O -1.6602 8.6967 -0.4426
112 C 0.3773 7.7252 0.8968
113 H -0.3106 6.1893 2.2719
114 H 0.5914 7.5863 3.0708
115 H -1.9484 7.9300 3.5078
116 H -2.1857 7.3572 1.8330
117 H -0.7402 9.9337 2.6697
118 H -2.3015 9.9265 1.7504
119 H 1.4355 7.9347 1.0385
120 H 0.2496 6.9886 0.1057
121 C 0.9811 0.0976 -0.5276
122 C 0.8232 -1.3910 -0.0521
123 C -0.6686 -1.6181 0.1443
124 S -1.1741 -0.2024 1.0349
125 O -0.8766 -0.4530 2.4446
126 O -2.5146 0.1202 0.6891
127 C 0.0302 0.9452 0.3170
128 H 0.6157 0.1263 -1.5498
129 H 2.0310 0.3981 -0.4244
130 H 1.3818 -1.5167 0.8815
131 H 1.1407 -2.1131 -0.8205
132 H -0.9901 -2.4398 0.7962
133 H -1.2047 -1.6190 -0.7974
134 H 0.4605 1.4920 1.1747
135 H -0.4927 1.6560 -0.3409
136 C 0.7048 3.0692 6.3710
137 C 1.0110 1.6130 6.1518
138 C 0.8354 1.3547 4.6335
139 S 1.2444 2.7896 3.7567
140 O 0.1777 3.1029 2.8412
141 O 2.5213 2.6590 3.1239
142 C 1.3064 3.8851 5.1397
143 H 1.1438 3.5857 7.2388
144 H -0.3682 3.2858 6.4941
145 H 0.3374 0.9357 6.7129
146 H 2.0214 1.3754 6.4504
147 H -0.1717 1.0239 4.3660
148 H 1.5436 0.5786 4.3021
149 H 0.9071 4.8953 5.0030
150 H 2.3718 4.0070 5.2904
151 C 4.1761 0.3945 -5.8698
152 C 5.6090 -0.1614 -6.1001
153 C 5.4373 -1.0517 -7.2923
154 S 4.0205 -1.9718 -6.9308
155 O 4.4945 -3.1734 -6.3227
156 O 3.1574 -2.0691 -8.0633
157 C 3.3144 -0.8803 -5.7917
158 H 3.9416 1.0903 -6.6880
159 H 4.0459 0.9455 -4.9248
160 H 5.8724 -0.7541 -5.2093
161 H 6.3512 0.6154 -6.1959
162 H 6.2860 -1.7256 -7.4850
163 H 5.2643 -0.4294 -8.1757
164 H 3.3847 -1.3062 -4.7957
165 H 2.2580 -0.7416 -6.0050
166 C 4.5073 -1.6890 -1.9980
167 C 5.1957 -2.7364 -2.8731
168 C 6.2662 -3.3077 -2.0207
169 S 5.5586 -3.4851 -0.4365
170 O 6.3923 -2.8191 0.5573
171 O 5.2942 -4.8665 -0.2431
172 C 4.1473 -2.4630 -0.7706
173 H 3.6253 -1.3658 -2.5695
174 H 5.1955 -0.8621 -1.8128
175 H 5.6610 -2.3168 -3.7578
176 H 4.4521 -3.4842 -3.1510
177 H 7.1074 -2.6027 -2.0557
178 H 6.6315 -4.2925 -2.3574
179 H 3.7895 -1.8106 0.0123
180 H 3.3621 -3.1941 -1.0605
181 C 0.3479 2.1288 -5.7358
182 C -0.0399 2.4563 -4.2762
183 C -0.1646 4.0077 -4.2389
184 S 1.1869 4.5870 -5.1750
185 O 2.2550 4.8952 -4.2928
186 O 0.7405 5.5907 -6.0754
187 C 1.4991 3.0657 -6.0480
188 H -0.5846 2.2736 -6.2909
189 H 0.6396 1.0982 -5.8967
190 H 0.6845 2.0552 -3.5499
191 H -1.0303 2.0285 -3.9785
192 H -0.1207 4.4831 -3.2769
193 H -1.0627 4.4201 -4.7179
194 H 2.4098 2.6844 -5.5846
195 H 1.6927 3.1990 -7.1093
196 C -7.8529 1.9031 -0.5877
197 C -7.6366 1.8013 0.9211
198 C -7.8528 3.1954 1.4254
199 S -9.0866 3.9773 0.4475
200 O -8.5601 5.2208 -0.0960
201 O -10.3276 4.1214 1.1812
202 C -9.1357 2.7342 -0.7846
203 H -7.9822 0.9192 -1.0420
204 H -7.0770 2.4976 -1.0698
205 H -6.5933 1.5133 1.0870
206 H -8.3545 1.0604 1.3431
207 H -6.9229 3.7703 1.2743
208 H -8.1682 3.2045 2.4586
209 H -9.2374 3.0871 -1.8062
210 H -9.9562 2.0609 -0.5206
211 C 1.6425 -4.9460 1.9352
212 C 1.3624 -5.2568 0.4749
213 C -0.0594 -5.9290 0.5568
214 S 0.1466 -7.1655 1.7370
215 O 0.7826 -8.2584 1.0811
216 O -1.0700 -7.4370 2.4260
217 C 1.3699 -6.2676 2.7378
218 H 1.0416 -4.0893 2.2554
219 H 2.6669 -4.6019 2.0899
220 H 2.0642 -5.9817 -0.0002
221 H 1.3058 -4.4376 -0.2347
222 H -0.4806 -6.3871 -0.3501
223 H -0.6749 -5.1034 0.9046
224 H 2.2497 -6.9304 2.8543
225 H 0.9928 -5.9904 3.7298
226 C 6.0414 0.3592 3.5469
227 C 6.9124 -0.9713 3.8740
228 C 5.9628 -2.1943 3.8194
229 S 4.3292 -1.6078 3.5146
230 O 3.6955 -1.2853 4.7462
231 O 3.5715 -2.4872 2.6353
232 C 4.8188 -0.0983 2.7556
233 H 6.5834 1.0410 2.8783
234 H 5.7918 0.7935 4.5084
235 H 7.3933 -0.8486 4.8560
236 H 7.6667 -1.0651 3.0905
237 H 5.9175 -2.8319 4.6961
238 H 6.2597 -2.7902 2.9510
239 H 3.9326 0.5129 2.7511
240 H 5.1025 -0.4348 1.7578

Cartesian forces (eV/Å) of the 3 atoms listed first:
0.462 -0.878 1.137
-0.544 0.434 0.655
-0.463 0.152 -1.298

Its spin multiplicity is 1. The value obtained for the HOMO energy is -10.2 eV. The HOMO-LUMO gap is 10.034 eV. The value obtained for the LUMO energy is -0.2 eV. As for the maximum force: 3.81 eV/A.